ORCA calculation (ωB97M-V with the def2-TZVPD basis set) on 2 unconnected molecules or ions with the total composition C4H13BrN2Si in a non-equilibrium geometry.

XYZ file:
```
21
Properties=species:S:1:pos:R:3:forces:R:3:mulliken_charge:R:1
C -1.572521 1.842777 -1.364901 -3.9 -1.1 -1.8 -0.977
C 0.275775 2.291287 -0.025010 0.9 -0.9 2.1 -1.148
C 2.243261 -0.537449 0.343580 -0.4 -4.5 3.1 -1.002
C 0.891096 -2.633760 0.349030 1.2 -2.3 -0.8 -0.964
N -0.736635 1.317149 -0.409037 2.9 -0.5 2.6 0.235
N 0.877353 -1.208381 0.376325 -0.2 2.8 -0.6 0.152
Si -0.423458 -0.364149 -0.412566 1.2 -0.3 -0.3 0.099
Br 0.381467 -0.940363 -3.547184 -0.5 0.3 1.8 -0.577
H -2.133193 0.959021 -1.806200 0.5 1.3 -0.3 0.311
H -2.359959 2.525504 -1.038235 -0.1 -0.1 1.0 0.325
H -1.083412 2.454370 -2.065071 1.0 0.1 -1.6 0.359
H 0.667871 2.198615 1.008524 -0.1 -1.0 -0.3 0.302
H 1.118507 2.235874 -0.671044 0.7 0.4 -0.8 0.459
H -0.079499 3.276908 0.121872 -0.9 1.1 -0.9 0.429
H 2.215264 0.311141 0.908776 -0.3 2.2 1.9 0.343
H 3.055631 -1.235085 0.870827 -1.8 1.4 -1.7 0.293
H 2.427636 -0.213648 -0.590144 1.4 0.4 -3.5 0.460
H -0.116656 -3.086786 0.344486 0.3 0.5 -0.2 0.331
H 1.458278 -3.009001 -0.627266 -1.0 0.5 2.1 0.307
H 1.360916 -3.042190 1.303431 -0.2 0.5 -1.3 0.335
H -1.697725 -0.875871 -0.029199 -0.7 -1.0 -0.4 -0.073
```
Forces are in eV/Å.

Computed properties:
- Lowest unoccupied orbital energy: -0.39 eV
- Total charge: 0
- Frontier orbital gap: 0.297 Ha